1.
Computed, not measured: an isolated molecule of C18H23N3O2S, with ωB97M-V/def2-TZVPD.

ORCA input file:
```
! RIJCOSX wB97M-V def2-TZVPD def2/J DEFGRID3
* xyz 0 1
O 1.90 -2.02 -1.97
S 1.25 -0.76 -1.58
O 1.14 0.18 -2.64
C 2.19 -0.12 -0.17
C 1.64 -0.06 1.08
C 2.42 0.38 2.16
C 3.81 0.61 2.10
C 4.40 0.53 0.81
C 5.77 0.82 0.53
N 6.38 0.60 -0.63
C 5.64 0.19 -1.65
C 4.26 0.09 -1.55
C 3.66 0.14 -0.28
N -0.28 -1.09 -0.95
C -0.66 -2.46 -0.78
C -1.54 -2.48 0.52
C -2.78 -1.76 0.23
C -2.54 -0.30 -0.02
C -3.88 0.31 -0.59
C -3.68 1.80 -0.78
C -3.35 2.49 0.51
N -2.27 1.85 1.09
C -2.27 0.38 1.38
C -1.34 -0.08 -1.03
H 0.72 -0.50 1.24
H 1.83 0.68 2.99
H 4.31 1.07 2.93
H 6.26 1.25 1.40
H 6.16 0.19 -2.59
H 3.72 0.06 -2.43
H 0.23 -3.06 -0.64
H -1.12 -2.89 -1.74
H -1.91 -3.45 0.86
H -1.04 -2.00 1.31
H -3.52 -1.78 1.08
H -3.15 -2.22 -0.66
H -4.65 0.14 0.11
H -4.18 -0.21 -1.51
H -4.43 2.18 -1.47
H -2.69 2.01 -1.37
H -3.12 3.53 0.21
H -4.22 2.42 1.22
H -2.09 2.30 2.04
H -1.28 -0.02 1.93
H -3.14 0.14 2.13
H -0.87 0.90 -0.79
H -1.70 0.01 -2.05
*
```

Calculated values
Highest occupied orbital energy ... -8.72 eV

---

2.
Computed, not measured: a cluster of 2 separate species, C4H7NO in total, with ωB97M-V/def2-TZVPD.

ORCA input file:
```
! RIJCOSX wB97M-V def2-TZVPD def2/J DEFGRID3
* xyz 0 1
C 0.54 -1.54 0.46
C 0.87 0.76 -0.94
O 0.48 1.38 0.10
C -0.75 1.31 0.64
C -1.82 0.90 -0.17
N -2.65 0.54 -0.90
H 0.55 -2.13 1.37
H -0.08 -2.01 -0.30
H 1.57 -1.45 0.08
H 0.16 0.20 -1.55
H 1.93 0.80 -1.14
H -0.86 1.84 1.57
H 0.07 -0.59 0.76
*
```

Calculated values
Highest occupied orbital energy (alpha / beta) ... -8.35 / -8.17 eV

---

In kcal per mole, the ΔE to the lowest compared entry with this formula, charge and spin values for the records above are, in order, 114.04 107.60.